(1)
Below is a structure of composition S2 in a non-equilibrium geometry, with properties calculated with the ωB97M-V functional and the def2-TZVPD basis.

Computed properties:
Relative energy (zero: lowest compared OMol25 entry of this formula, charge and spin) (eV): 4.0863
HOMO level (Ha): -0.3634
Orbital gap (eV): 5.4
Charge: 0
Max |F| (eV Å⁻¹): 5.31

Atoms and positions in Å:
S  0.200  0.331  1.306
S  -0.200  -0.331  -1.306

=====

(2)
Below is a cluster of 2 separate species, C18H16N5O8 in total in a non-equilibrium geometry, with properties calculated with the ωB97M-V functional and the def2-TZVPD basis.

Computed properties:
Relative energy (zero: lowest compared OMol25 entry of this formula, charge and spin) (eV): 0.0000
HOMO level (Ha): -0.0863
Orbital gap (eV): 1.5
Charge: -1
Max |F| (eV Å⁻¹): 3.61

Atoms and positions in Å:
C  3.298  2.581  1.727
C  3.243  1.123  2.077
O  2.369  0.436  1.137
C  1.899  -0.723  1.618
C  1.486  -1.717  0.564
C  0.940  -2.988  1.059
N  1.804  -1.462  -0.669
C  1.755  -2.266  -1.694
C  2.206  -1.854  -2.997
C  2.361  -2.780  -4.059
C  2.817  -2.342  -5.298
C  3.110  -0.983  -5.506
C  2.958  -0.065  -4.455
C  2.518  -0.497  -3.201
O  1.834  -1.016  2.805
H  4.115  3.027  2.297
H  3.467  2.768  0.665
H  2.368  3.068  2.030
H  4.231  0.648  2.002
H  2.864  0.997  3.098
H  0.648  -2.824  2.100
H  0.085  -3.325  0.459
H  1.710  -3.775  1.031
H  1.415  -3.311  -1.592
H  2.118  -3.831  -3.877
H  2.948  -3.056  -6.115
H  3.457  -0.644  -6.485
H  3.180  0.990  -4.608
H  2.394  0.185  -2.361
O  -4.125  4.884  2.110
N  -4.407  4.056  1.226
O  -4.923  4.376  0.129
C  -4.127  2.633  1.417
C  -4.117  1.804  0.294
C  -3.810  0.427  0.413
N  -3.809  -0.421  -0.757
O  -4.005  0.084  -1.883
O  -3.615  -1.646  -0.589
C  -3.546  -0.169  1.663
C  -3.587  0.662  2.771
N  -3.396  0.370  4.130
O  -3.130  -0.652  4.736
O  -3.571  1.586  4.820
N  -3.866  2.617  3.951
C  -3.861  2.043  2.718
H  -4.353  2.214  -0.684
H  -3.351  -1.231  1.781

=====

| no. | LUMO energy (eV) |
| --- | --- |
| 1 | -4.5 |
| 2 | -0.8 |